(1)
ORCA calculation (ωB97M-V/def2-TZVPD) on a cluster of 2 separate species, C3H3ClFNOS in total at a distorted geometry.

Relative energy (zero: lowest compared OMol25 entry of this formula, charge and spin)   401.6 kJ/mol
E_HOMO   -9.4 eV
E_LUMO   -0.7286 eV
Frontier orbital gap   8.63 eV

Structure (XYZ):
```
11
C3H3ClFNOS ωB97M-V/def2-TZVPD
C -0.2554 -0.9154 -0.6628
C 0.8084 -0.2659 0.1347
C 1.3016 1.3365 -0.0567
H -3.6347 -0.0243 0.2650
H 0.0684 -1.6921 -1.4450
H 2.7153 1.6860 -0.3908
N -1.5646 -0.7831 -0.6211
O 0.3801 2.1505 0.3308
F 1.9882 -1.0660 -0.1495
S -2.3271 0.1502 0.6699
Cl 0.5200 -0.5764 1.9256
```



(2)
ORCA calculation (ωB97M-V/def2-TZVPD) on a structure of composition C19H21F9N4O8PdS.

Relative energy (zero: lowest compared OMol25 entry of this formula, charge and spin)   0.0 kJ/mol
E_HOMO   -9.0 eV
E_LUMO   -0.9744 eV
Frontier orbital gap   8.00 eV

Structure (XYZ):
```
63
C19H21F9N4O8PdS ωB97M-V/def2-TZVPD
Pd -1.9245 1.5933 -0.1946
O -2.4328 1.6609 1.9703
C -2.7626 0.4601 2.6476
C -3.3024 -0.6435 1.7589
C -4.0506 -1.6958 2.2767
C -4.5140 -2.6629 1.4016
C -4.2355 -2.5421 0.0455
C -3.4885 -1.4565 -0.3728
N -3.0202 -0.5427 0.4736
H -3.3187 2.1129 1.7131
H -3.5032 0.6710 3.4230
H -1.8528 0.1152 3.1461
H -4.2752 -1.7405 3.3346
H -5.1031 -3.4942 1.7669
H -4.5992 -3.2660 -0.6702
H -3.2594 -1.2966 -1.4212
F -0.5384 3.1766 -5.1735
C -0.8308 2.2088 -4.2974
F -2.0252 1.7192 -4.6143
F 0.0649 1.2239 -4.4730
C -0.8030 2.6909 -2.8113
O -1.2423 1.6535 -2.0724
C -1.6769 3.9859 -2.6930
F -2.8697 3.8089 -3.2591
F -1.8753 4.3197 -1.4162
F -1.0955 5.0419 -3.2856
C 0.6688 3.0533 -2.4241
F 1.2981 3.8329 -3.3032
F 1.4112 1.9377 -2.2885
F 0.7000 3.6731 -1.2330
O -4.6217 2.6046 1.1396
C -4.6702 2.5208 -0.0995
O -3.7405 2.1618 -0.8869
H -5.5891 2.8140 -0.6249
C 5.2791 -5.2364 1.5320
C 4.3858 -4.0627 1.9068
S 4.2078 -2.9735 0.4998
O 3.3596 -3.6101 -0.4750
O 5.5057 -2.4981 0.1081
C 3.2866 -1.5814 1.1614
C 3.0779 -0.5760 0.0331
N 1.9738 0.3303 0.3337
C 0.7256 0.1864 -0.1498
N -0.0717 1.1090 0.3755
C 0.6617 1.8840 1.2130
C 1.9353 1.4048 1.2065
N 3.0431 1.9069 1.9472
O 4.1044 1.3051 1.8752
O 2.8445 2.8957 2.6203
C 0.2966 -0.8662 -1.0997
H 5.3866 -5.8984 2.3896
H 6.2664 -4.8870 1.2348
H 4.8446 -5.8040 0.7102
H 4.8110 -3.4677 2.7160
H 3.3809 -4.3852 2.1812
H 3.8485 -1.1428 1.9845
H 2.3326 -1.9724 1.5192
H 2.8145 -1.0975 -0.8848
H 3.9802 -0.0023 -0.1429
H 0.2463 2.7108 1.7609
H 0.9640 -0.9154 -1.9613
H -0.6945 -0.6118 -1.4646
H 0.2810 -1.8442 -0.6139
```



(3)
ORCA calculation (ωB97M-V/def2-TZVPD) on a structure of composition CH22NiO14 at a distorted geometry.

2S+1   3
E_HOMO (alpha / beta)   -10.5 / -10.5 eV
E_LUMO (alpha / beta)   -3.1739 / -3.7089 eV
Frontier orbital gap (alpha / beta)   7.32 / 6.78 eV

Structure (XYZ):
```
38
CH22NiO14 ωB97M-V/def2-TZVPD
Ni 6.4112 -9.2452 12.1816
C 4.3750 -7.9265 12.8527
O 5.5770 -7.4690 12.6618
O 3.3458 -7.2348 12.7127
O 4.4334 -9.2062 12.8778
O 4.5428 -11.8951 14.6622
H 4.9948 -11.2197 14.1465
H 4.9724 -12.7247 14.4234
O 1.3129 -9.3235 12.8333
H 0.7085 -8.6294 12.5471
H 2.1709 -8.8811 12.9140
O 2.9787 -11.4436 11.2901
H 2.9871 -10.6886 11.8929
H 3.2230 -11.0856 10.4310
O 6.4882 -5.5430 10.6942
H 5.6856 -5.2606 10.2400
H 6.1891 -6.2072 11.3427
O 6.6892 -7.4712 15.8168
H 6.5359 -6.5827 16.1562
H 6.3717 -7.4407 14.9083
O 7.1116 -8.3712 10.4500
H 8.0765 -8.4124 10.3751
H 6.8052 -8.0623 9.5853
O 3.3479 -9.5135 15.8632
H 2.5829 -9.9489 16.2515
H 3.4406 -9.9282 15.0018
O 0.8389 -6.1397 13.9481
H 1.5163 -6.4241 13.3122
H 1.0672 -5.2309 14.1764
O 2.9692 -5.4822 16.0781
H 2.7321 -5.8213 15.2067
H 3.9200 -5.6086 16.1361
O 2.0034 -6.7072 10.3978
H 2.5234 -6.7382 11.2314
H 2.3720 -7.4052 9.8492
O 4.9130 -4.5079 13.2975
H 4.9049 -5.4351 13.0193
H 4.0073 -4.2075 13.1708
```



(4)
ORCA calculation (ωB97M-V/def2-TZVPD) on an isolated molecule of C27H23Br4F9N2 at a distorted geometry.

Relative energy (zero: lowest compared OMol25 entry of this formula, charge and spin)   0.0 kJ/mol
SMILES string   Cc1cccc(Cc2c(CCC(F)(F)F)c(CC[C@@](F)(Br)C(F)(F)Br)c3nccnc3c2CC[C@](F)(Br)C(F)(F)Br)c1
E_HOMO   -8.5 eV
E_LUMO   -1.1314 eV
Frontier orbital gap   7.34 eV

Structure (XYZ):
```
65
C27H23Br4F9N2 ωB97M-V/def2-TZVPD
C 2.4262 5.2435 -3.4672
C 1.9466 4.1085 -2.4177
C 1.9270 4.5468 -0.8993
C 1.4927 3.4649 0.1331
C 1.0983 2.0038 -0.3108
C 1.0886 1.5563 -1.8219
C 0.6443 0.0632 -2.2754
C -0.1428 -0.6528 -1.0486
C 0.7976 -1.4108 -0.0220
C 2.4057 -1.4470 -0.2404
C 2.6384 -2.6760 -1.3015
C 3.9226 -2.4755 -2.2251
F 4.0162 -1.1971 -2.8284
F 5.0730 -2.8119 -1.4300
F 3.8875 -3.4317 -3.3078
C 0.0954 -2.1125 1.1590
C 1.0295 -2.8976 2.2124
C 1.9068 -1.9431 3.1615
C 1.2332 -1.6119 4.5856
F 2.2177 -0.7997 5.2945
Br -0.3702 -0.4714 4.3490
C 0.9640 -2.9086 5.5092
F 1.5147 -4.1202 5.0098
F -0.4409 -3.0289 5.8035
Br 1.8339 -2.6265 7.3027
C -1.4863 -2.1233 1.3453
N -1.9286 -2.8360 2.5201
C -3.3515 -2.7611 2.5546
C -4.2981 -2.0933 1.5199
N -3.7996 -1.4136 0.3784
C -2.3639 -1.3989 0.2897
C -1.7112 -0.6231 -0.9225
C -2.4699 0.1575 -2.0746
C -3.8676 0.8378 -1.7240
C -3.8594 1.9594 -0.5826
F -2.6409 2.1137 0.1330
Br -5.4004 1.5051 0.6434
C -4.3051 3.3750 -1.2655
F -3.4027 3.7008 -2.3494
F -5.6190 3.2737 -1.8490
Br -4.3270 4.8453 0.0577
C 1.5282 2.6648 -2.8488
H 2.8912 4.7849 -4.4149
H 1.5583 5.9530 -3.7454
H 3.2346 5.8933 -2.9600
H 2.2132 5.6125 -0.6113
H 1.5034 3.7918 1.2382
H 0.8054 1.2944 0.5439
H -0.0156 0.1892 -3.2028
H 1.5502 -0.5677 -2.6262
H 2.7910 -0.4756 -0.7139
H 2.9652 -1.7597 0.7057
H 1.7054 -2.6497 -1.9892
H 2.6568 -3.6912 -0.7799
H 1.7845 -3.4906 1.5616
H 0.4462 -3.6999 2.7962
H 2.8752 -2.5334 3.4095
H 2.2672 -1.0050 2.6003
H -3.8606 -3.2572 3.4661
H -5.4316 -2.1302 1.6869
H -2.6785 -0.6155 -2.9165
H -1.8313 0.9729 -2.5956
H -4.2347 1.3608 -2.6931
H -4.6640 0.0211 -1.5305
H 1.5655 2.4544 -3.9795
```